Entry from the Open Molecules 2025 dataset: a molecular structure, C12H30AlF2N3O7P in a non-equilibrium geometry (wB97M-V/def2-TZVPD).

Structure (XYZ):
```
56
Properties=species:S:1:pos:R:3:lowdin_charge:R:1
Al -5.8281 -0.8486 19.5436 1.14
F -8.3854 0.6068 19.0860 -0.43
F -5.1248 -3.2958 21.0407 -0.52
O -4.4537 -2.9319 17.9089 -0.35
P -3.6410 -3.9115 17.1650 0.61
N -3.2230 -5.4138 17.8370 -0.28
C -2.1990 -6.3393 17.4041 -0.15
C -3.9204 -5.8103 19.1085 -0.08
N -2.2643 -3.2836 16.4066 -0.30
C -2.3975 -2.3083 15.3599 -0.14
C -1.0017 -3.0513 17.1420 -0.10
N -4.5015 -4.4296 15.7356 -0.31
C -4.1542 -5.6722 14.9724 -0.09
C -5.6539 -3.7998 15.2900 -0.16
H -1.3436 -6.4807 18.0647 0.08
H -1.8460 -6.0660 16.4097 0.06
H -2.5818 -7.3566 17.3224 0.08
H -3.2732 -5.4739 19.9185 0.08
H -4.0957 -6.8789 19.2327 0.08
H -4.8852 -5.3453 19.3111 0.04
H -2.5640 -2.8410 14.4236 0.08
H -3.1584 -1.5491 15.5409 0.08
H -1.5154 -1.7269 15.0917 0.08
H -0.9249 -2.0658 17.6012 0.08
H -0.9142 -3.8271 17.9026 0.07
H -0.1668 -3.0581 16.4412 0.08
H -3.0742 -5.8062 14.9115 0.05
H -4.4612 -6.5560 15.5316 0.07
H -4.5001 -5.6358 13.9394 0.08
H -5.9319 -4.1927 14.3120 0.08
H -5.3368 -2.7601 15.2078 0.07
H -6.4789 -3.8154 16.0022 0.07
C -10.7440 -1.9118 19.8824 -0.02
O -10.2454 -3.2508 19.7379 0.00
C -8.9704 -3.5926 19.5088 -0.54
O -8.0336 -2.7710 19.5170 -0.01
O -8.9254 -4.8954 19.2864 0.03
C -7.6559 -5.4536 19.3147 -0.07
H -11.0519 -1.5218 18.9123 0.10
H -9.9433 -1.2535 20.2195 0.07
H -11.5625 -1.8311 20.5977 0.09
H -7.8022 -6.5294 19.4106 0.10
H -6.9925 -5.1215 20.1133 0.09
H -7.0992 -5.3289 18.3859 0.09
C -1.1979 0.9656 21.2723 -0.05
O -1.7858 0.4525 22.4614 -0.02
C -2.9405 -0.3040 22.3536 -0.53
O -3.4286 -0.6454 21.2958 0.01
O -3.3124 -0.7348 23.5542 0.01
C -4.3426 -1.6137 23.7537 -0.07
H -1.1330 0.1766 20.5230 0.09
H -0.1738 1.1543 21.5941 0.10
H -1.7352 1.8302 20.8825 0.10
H -4.7447 -1.5080 24.7613 0.10
H -4.0317 -2.6074 23.4312 0.10
H -5.1358 -1.3765 23.0448 0.08
```

Values from the calculation:
HOMO level (spin up / spin down) ... -8.27 / -8.27 eV
Calculated total energy ... -1949.551423 a.u.
Orbital gap (spin up / spin down) ... 0.30084 / 0.15614 Eh
Spin multiplicity ... 2
<S²> ... 0.788